{"formula": "C29H35GeN5O2V", "method": "ωB97M-V/def2-TZVPD", "gap_ev": [8.3, 8.3], "e_above_lowest_kcal_mol": 20.8, "homo_ha": [-0.4040, -0.4040], "largest_force_ev_per_a": 4.76, "total_charge": 1, "elements": ["Ge", "V", "O", "O", "N", "N", "N", "N", "N", "C", "C", "C", "C", "C", "C", "C", "C", "C", "C", "C", "C", "C", "C", "C", "C", "C", "C", "C", "C", "C", "C", "C", "C", "C", "C", "C", "C", "C", "H", "H", "H", "H", "H", "H", "H", "H", "H", "H", "H", "H", "H", "H", "H", "H", "H", "H", "H", "H", "H", "H", "H", "H", "H", "H", "H", "H", "H", "H", "H", "H", "H", "H", "H"], "coordinates": [[-1.5244, -0.4951, -1.0114], [1.4035, -1.1872, 0.9537], [0.2667, -2.6471, 1.9815], [1.4480, -3.0882, 0.3642], [1.2603, 2.2303, 0.6206], [3.3145, 0.0289, 0.9772], [1.5594, -0.5922, 2.9100], [2.1501, -1.1279, -1.0536], [0.7165, -3.5698, 1.2697], [-1.6319, -4.6742, -0.9370], [-5.4483, 0.0478, 0.6220], [-0.8635, 3.3888, -2.5032], [-0.9264, 0.9938, -2.1718], [2.9271, -1.0838, 3.1135], [-0.2918, -4.1901, -2.8635], [-0.2230, 0.8319, -3.3628], [-0.5181, -2.8309, -2.6769], [3.5968, -1.3662, -1.0137], [-1.2487, 2.2858, -1.7568], [0.0467, 4.1277, 4.1737], [-0.4669, 2.8869, 3.8297], [0.9548, 4.7452, 3.3256], [-4.2429, -0.6116, -1.7807], [-4.0634, -0.0004, 0.5359], [-0.1453, 3.2141, -3.6790], [-3.4528, -0.3327, -0.6667], [-0.8432, -5.1126, -1.9909], [1.3505, 4.1311, 2.1484], [4.2184, -0.2717, -0.1469], [-5.6238, -0.5634, -1.6953], [0.8272, 2.8902, 1.7943], [-1.3002, -2.3757, -1.6171], [-6.2282, -0.2352, -0.4888], [-0.0833, 2.2672, 2.6492], [-1.8544, -3.3173, -0.7529], [-0.0953, -0.6100, 0.3422], [0.1650, 1.9343, -4.1130], [3.8573, -0.1578, 2.3365], [-5.9244, 0.3065, 1.5588], [1.9367, -0.2845, -1.5805], [1.6831, -1.9046, -1.5189], [3.7631, -2.3554, -0.5815], [4.0445, -1.3569, -2.0114], [5.1967, -0.5987, 0.2057], [4.8608, -0.5830, 2.3134], [-0.0048, -0.1612, -3.7358], [-2.0698, -5.3897, -0.2542], [1.3533, 5.7182, 3.5789], [-0.2609, 4.6115, 5.0899], [-2.4581, -2.9810, 0.0839], [-1.1368, 4.3841, -2.1775], [-3.4606, 0.2170, 1.4097], [3.9248, 0.7972, 2.8653], [0.9026, -1.1074, 3.4895], [-6.2308, -0.7808, -2.5640], [0.6948, 1.7925, -5.0461], [-0.1270, -2.1339, -3.4103], [0.1572, 4.0736, -4.2620], [1.4699, 2.8779, -0.1291], [2.9444, 0.9782, 0.8810], [-1.8267, 2.4254, -0.8489], [2.9936, -2.1078, 2.7210], [0.3226, -4.5258, -3.6896], [-0.5177, 1.3178, 2.3502], [-3.7690, -0.8705, -2.7219], [-0.6579, -6.1692, -2.1279], [3.2145, -1.1255, 4.1680], [0.5814, 1.5344, 0.3184], [1.4868, 0.3911, 3.1728], [-7.3069, -0.2010, -0.4156], [4.3726, 0.6215, -0.7558], [-1.1887, 2.4029, 4.4746], [2.0497, 4.6246, 1.4834]], "forces_ev_per_angstrom": [[0.0, -0.6, -0.5], [-4.0, 1.4, -2.2], [0.6, -0.4, -0.2], [0.3, -0.4, -0.1], [0.0, 0.2, 0.0], [-0.2, 0.1, 0.3], [0.3, 0.3, 0.8], [0.3, -0.3, -0.2], [-0.6, -0.6, 0.4], [0.0, 0.0, 0.0], [-0.1, 0.0, 0.1], [0.0, 0.0, 0.0], [-0.2, -0.4, 0.2], [0.6, 0.1, 0.4], [0.1, 0.0, 0.0], [0.0, -0.1, 0.0], [-0.1, 0.1, -0.1], [0.3, 0.1, -0.1], [0.0, -0.1, 0.1], [0.0, 0.0, 0.1], [0.0, 0.0, 0.0], [0.0, 0.0, 0.0], [0.1, 0.0, 0.0], [0.1, 0.0, 0.0], [0.0, 0.0, 0.0], [0.5, 0.1, 0.2], [0.0, 0.0, 0.1], [0.0, 0.0, -0.1], [0.0, -0.2, -0.4], [-0.1, 0.0, 0.0], [0.1, 0.0, 0.2], [0.1, 0.5, -0.1], [0.0, 0.0, 0.0], [0.0, 0.0, -0.1], [0.0, 0.0, 0.1], [2.4, -0.3, 1.3], [0.1, 0.0, 0.0], [0.0, -0.1, 0.4], [0.0, 0.0, 0.0], [-0.1, 0.0, 0.1], [-0.1, 0.1, -0.1], [-0.1, 0.0, 0.0], [0.0, -0.1, 0.1], [0.0, 0.1, 0.0], [0.0, 0.0, -0.1], [0.0, 0.1, 0.0], [0.0, 0.0, 0.0], [0.0, 0.0, 0.0], [0.0, 0.0, 0.0], [0.0, -0.1, 0.0], [0.0, 0.0, 0.0], [0.0, 0.0, 0.0], [0.0, 0.0, -0.1], [-0.1, 0.0, -0.1], [0.0, 0.0, 0.0], [0.0, 0.0, 0.0], [0.1, -0.1, 0.1], [0.0, 0.0, 0.0], [-0.1, 0.0, 0.0], [-0.1, 0.0, 0.0], [0.0, 0.1, 0.0], [0.0, 0.0, 0.0], [0.0, 0.0, 0.0], [0.0, 0.0, 0.0], [-0.1, 0.0, 0.0], [0.0, 0.0, 0.0], [0.0, 0.0, -0.1], [0.2, 0.1, -0.1], [-0.1, 0.0, -0.1], [0.0, 0.0, 0.0], [0.0, 0.1, 0.1], [0.0, 0.0, 0.0], [0.0, 0.0, 0.0]], "lowdin_charge": [0.96, 0.69, -0.16, -0.18, 0.09, -0.10, -0.03, -0.04, -0.09, -0.07, -0.08, -0.08, -0.28, -0.20, -0.08, -0.11, -0.12, -0.19, -0.13, -0.09, -0.08, -0.08, -0.11, -0.11, -0.08, -0.29, -0.08, -0.04, -0.16, -0.07, -0.32, -0.28, -0.08, -0.07, -0.12, -0.19, -0.08, -0.16, 0.11, 0.11, 0.09, 0.12, 0.13, 0.12, 0.13, 0.08, 0.11, 0.11, 0.11, 0.11, 0.11, 0.10, 0.13, 0.12, 0.11, 0.11, 0.08, 0.11, 0.10, 0.09, 0.11, 0.12, 0.11, 0.09, 0.11, 0.11, 0.14, 0.02, 0.10, 0.11, 0.13, 0.11, 0.11]}